Molecular formula: C44H117N5O24
Method: DFT, ωB97M-V/def2-TZVPD

```
190
Properties=species:S:1:pos:R:3:forces:R:3
C 11.5853 0.2494 -6.9988 -0.507 0.731 0.655
O 12.1080 -0.9859 -7.4309 0.327 0.922 0.154
C 13.5054 -1.0020 -7.1260 0.294 -2.109 -0.711
C 14.0110 -2.3053 -7.8587 0.060 0.714 -0.579
N 14.0902 -2.0037 -9.2749 -0.799 2.064 -0.698
C 14.5075 -3.0141 -10.2068 -0.389 -0.252 0.297
C 14.0978 -2.7231 -11.6703 -0.598 -1.250 1.869
O 12.6496 -3.0537 -11.7330 2.589 1.144 -1.254
C 12.1750 -2.6681 -13.0249 -1.240 -0.334 0.488
H 12.0488 0.5759 -6.0679 0.117 -0.146 0.326
H 10.5130 0.2275 -6.8043 -0.065 -0.567 -0.155
H 11.7280 1.0988 -7.6669 0.334 -0.142 -0.677
H 13.6438 -1.0278 -6.0452 0.031 -0.167 0.162
H 14.0230 -0.1192 -7.5015 -0.086 0.072 -0.174
H 13.2317 -3.0605 -7.7565 0.088 -0.382 0.765
H 15.0071 -2.6899 -7.6393 -0.109 0.127 0.968
H 13.1645 -1.6794 -9.5157 -0.194 0.093 -0.389
H 14.0133 -3.9597 -9.9838 0.013 -0.524 0.052
H 15.5702 -3.1370 -9.9980 0.197 -0.290 -0.767
H 14.6321 -3.4479 -12.2846 0.005 0.148 -0.332
H 14.3547 -1.7019 -11.9518 -0.426 0.153 -0.180
H 12.7408 -2.9052 -13.9259 0.831 -0.422 0.385
H 11.9976 -1.5937 -13.0720 -0.231 0.113 0.120
H 11.2553 -3.2458 -13.1164 -0.297 0.447 -0.201
C 9.1149 -0.5719 -3.4445 0.171 0.338 0.155
O 9.7721 0.6136 -2.9047 -0.607 -1.069 -0.898
C 10.2816 0.3937 -1.5905 -0.572 0.459 -0.302
C 11.4260 1.3782 -1.3081 -0.078 -0.998 -0.572
N 12.4284 1.3240 -2.3538 -0.245 -1.376 1.340
C 13.6193 2.1050 -2.1115 -0.804 0.168 -2.192
C 14.4745 1.8039 -3.3483 0.800 0.845 -0.247
O 13.8673 2.0646 -4.6326 -0.173 0.331 0.217
C 14.8903 2.3069 -5.6536 -0.792 -0.878 2.135
H 8.2599 -0.8716 -2.8385 0.266 -0.145 0.545
H 9.8416 -1.3733 -3.5777 0.075 -0.121 0.416
H 8.6437 -0.4599 -4.4210 0.429 1.016 -0.087
H 10.5271 -0.6615 -1.4704 0.745 -0.004 -0.164
H 9.4584 0.5300 -0.8892 -0.116 0.348 0.317
H 11.8570 1.0003 -0.3810 0.223 0.295 0.203
H 11.0900 2.4048 -1.1628 -0.448 0.139 0.260
H 12.0428 1.4442 -3.2795 0.079 0.256 0.043
H 14.2169 1.8741 -1.2297 -0.293 -0.607 0.108
H 13.3111 3.1450 -2.0042 0.457 0.578 -0.155
H 14.7682 0.7557 -3.2911 -0.022 -0.204 -0.089
H 15.3837 2.4029 -3.2971 0.279 0.114 0.086
H 15.4006 3.2182 -5.3418 0.116 0.194 -0.551
H 14.4333 2.3151 -6.6431 0.083 0.158 0.174
H 15.5620 1.4602 -5.5121 0.453 0.033 -0.727
C 18.1292 10.9509 -12.1977 -0.194 0.252 1.465
O 18.2596 11.5383 -10.8632 -1.836 -0.203 -1.951
C 19.4425 11.2433 -10.2288 1.087 -1.114 0.254
C 19.6139 9.7200 -9.8284 -0.039 1.990 -0.109
N 18.6198 9.3186 -8.8576 0.594 -0.605 0.144
C 18.7355 7.8592 -8.6572 -1.524 0.911 0.532
C 17.6612 7.4342 -7.6491 1.075 -0.735 -0.076
O 17.7485 5.9940 -7.5688 -0.123 0.225 0.104
C 17.0074 5.4331 -6.5248 -1.372 0.190 0.689
H 17.9963 9.8731 -12.1044 0.493 -0.192 -0.130
H 18.9823 11.2326 -12.8150 0.101 -0.187 -0.047
H 17.2040 11.2747 -12.6743 0.084 0.545 0.315
H 19.5071 11.9300 -9.3848 -0.166 -0.431 0.411
H 20.2648 11.5578 -10.8715 0.499 -0.293 -0.270
H 20.6232 9.6268 -9.4274 0.049 -0.174 0.112
H 19.5291 9.0811 -10.7075 0.318 0.011 -0.469
H 17.7319 9.4828 -9.3099 -0.540 0.272 0.259
H 19.7283 7.6105 -8.2823 -0.041 -0.127 -0.222
H 18.4682 7.3640 -9.5906 0.557 -0.524 -0.236
H 16.6791 7.7613 -7.9905 -0.232 -0.099 -0.023
H 17.8678 7.8888 -6.6802 -0.044 -0.003 0.154
H 16.6067 4.4384 -6.7197 0.671 -0.228 -0.599
H 16.0864 5.9792 -6.3208 -0.293 0.548 -0.255
H 17.4567 5.4030 -5.5321 0.849 0.055 -0.074
C 7.8595 7.0666 -2.4115 0.148 0.278 0.264
O 8.0318 5.7581 -2.9385 -0.489 0.106 0.599
C 9.3518 5.4588 -3.4351 -0.982 0.795 0.075
C 9.6980 3.9901 -3.3024 0.976 0.048 -0.600
N 9.3362 3.0897 -4.4263 -0.808 1.363 0.073
C 7.9050 3.2444 -4.8212 1.194 -0.277 0.837
C 6.9277 2.7842 -3.7482 -0.684 -1.142 -1.061
O 6.7170 1.3559 -3.9368 0.499 1.037 -0.017
C 5.9347 0.7853 -2.9293 -0.274 -0.429 -0.483
H 6.8215 7.3637 -2.2618 -0.344 -0.733 -0.494
H 8.2796 7.8631 -3.0256 0.313 -0.130 -0.334
H 8.2594 7.1871 -1.4047 0.575 -0.294 0.106
H 10.0795 6.0836 -2.9171 0.172 -0.173 0.249
H 9.3080 5.8208 -4.4623 0.580 -0.323 -0.429
H 9.4273 3.5838 -2.3279 -0.510 0.204 0.149
H 10.7865 3.9329 -3.3079 0.289 0.217 0.202
H 9.5089 2.1963 -3.9878 -0.225 -0.692 -0.550
H 7.7387 2.6962 -5.7484 -0.141 -0.277 0.127
H 7.7589 4.2905 -5.0903 -0.144 0.039 0.258
H 5.9911 3.2952 -3.9714 -0.349 0.067 0.420
H 7.2048 2.9087 -2.7014 0.305 0.560 -0.121
H 4.9394 1.2278 -2.8873 -0.218 0.125 -0.006
H 6.3635 0.8404 -1.9288 0.330 0.095 0.127
H 5.8364 -0.2567 -3.2338 -0.154 -0.099 0.315
C 17.7659 -1.6622 -9.1544 -0.535 0.882 0.609
O 17.4772 -0.7866 -7.9955 0.742 -0.528 -1.282
C 17.8820 0.5788 -8.2591 -0.645 -0.413 -1.350
C 17.0993 1.2083 -9.4875 0.110 -1.734 2.497
N 15.6776 1.2915 -9.2358 -0.384 2.396 -0.227
C 14.9932 1.5878 -10.5140 0.083 -0.233 -0.439
C 15.4887 2.7162 -11.4643 -0.124 1.188 1.444
O 15.2211 4.0780 -10.9320 0.354 -1.632 -0.287
C 15.8773 4.4703 -9.7294 0.019 0.386 -0.180
H 18.7524 -1.4853 -9.5829 0.117 0.350 0.118
H 17.0064 -1.4978 -9.9186 0.040 0.085 -0.091
H 17.7290 -2.7296 -8.9366 -0.147 0.208 0.838
H 18.9324 0.6122 -8.5483 0.286 -0.204 -0.009
H 17.8113 1.1379 -7.3262 -0.476 -0.045 -0.063
H 17.1724 0.4580 -10.2747 1.031 0.525 -0.755
H 17.5642 2.1809 -9.6484 -0.204 -0.122 -0.524
H 15.2818 0.4515 -8.8385 0.295 -0.320 -0.244
H 13.9301 1.7909 -10.3845 -0.053 -0.042 0.419
H 15.0558 0.6532 -11.0715 -0.142 -0.175 -0.719
H 14.9384 2.6660 -12.4038 -0.484 -0.002 0.255
H 16.5176 2.6553 -11.8191 0.381 -0.116 0.592
H 15.6010 5.5177 -9.6081 0.139 0.058 0.024
H 16.9652 4.4123 -9.7638 0.163 0.008 -0.361
H 15.5887 3.9634 -8.8086 -0.419 -0.480 -0.229
O 14.0735 8.3359 -3.0453 1.122 2.191 1.456
C 13.4139 7.2625 -3.5190 -1.319 -2.336 -1.234
C 13.6466 6.0288 -2.6644 1.351 -0.110 -1.792
O 12.7486 5.7942 -1.6535 -0.743 0.286 1.628
H 13.8295 9.1074 -3.5619 0.018 0.118 -0.031
H 12.3341 7.3936 -3.5895 -0.313 0.223 0.003
H 13.7500 7.0569 -4.5353 0.005 -0.328 -0.304
H 14.6624 6.1121 -2.2779 0.282 -0.118 0.068
H 13.6134 5.1382 -3.2919 0.076 -0.008 -0.372
H 13.1663 6.1972 -0.8888 -0.573 -0.011 0.434
O 12.0044 8.3110 -6.3763 -1.537 0.324 -0.210
C 10.5623 8.5779 -6.4090 1.741 -0.219 -0.148
C 10.2565 9.9312 -6.9688 -0.143 0.389 0.698
O 10.8546 10.8685 -6.0979 -0.098 0.532 0.205
H 12.1350 7.6525 -7.0625 0.454 -0.405 -0.193
H 9.9792 7.8919 -7.0233 0.331 -0.650 0.115
H 10.2977 8.4850 -5.3557 -0.648 0.331 -0.105
H 9.1681 9.9905 -6.9626 -0.434 0.308 0.124
H 10.5600 10.1483 -7.9929 0.375 -0.636 -0.193
H 10.6714 11.7531 -6.4225 0.051 0.086 0.026
O 9.9265 6.6411 -9.4259 1.829 -1.569 0.901
C 9.4934 7.1807 -10.6162 -0.681 2.267 0.820
C 8.3609 8.0904 -10.1350 0.128 1.545 -3.166
O 7.1150 7.4606 -10.0724 -0.833 -0.774 0.617
H 9.2617 5.9896 -9.1908 0.043 -0.812 0.695
H 10.2266 7.9000 -10.9812 0.492 -0.336 -0.059
H 9.2848 6.4553 -11.4026 -0.352 -0.017 0.072
H 8.2996 8.8382 -10.9257 -0.259 0.380 -0.324
H 8.5982 8.7171 -9.2753 0.280 -0.738 0.522
H 6.4714 8.0301 -10.5003 -0.109 -0.210 0.156
O 15.5248 10.0980 -9.5317 0.582 -0.280 -1.196
C 15.0008 9.5094 -10.7471 -0.523 0.002 1.126
C 14.2305 8.2442 -10.4208 -1.022 -0.398 -0.230
O 12.9258 8.4606 -9.8783 0.049 1.181 -0.399
H 14.8377 10.0980 -8.8613 -0.336 -0.083 -0.084
H 14.4550 10.2598 -11.3190 -0.705 -0.021 0.260
H 15.7523 9.2247 -11.4835 0.839 -0.029 0.705
H 14.7392 7.6312 -9.6768 0.696 0.051 -0.232
H 14.1100 7.6758 -11.3430 0.193 -0.219 -0.161
H 12.6511 7.6737 -9.4020 0.288 -0.214 0.165
O 12.3398 6.2421 -8.1589 0.716 -0.283 0.579
C 12.7331 4.9394 -7.7308 -0.239 -0.782 -0.418
C 11.9070 4.3164 -6.6044 0.339 0.123 0.771
O 10.5209 4.4099 -6.8025 -0.184 1.088 -1.147
H 11.5198 6.2418 -8.6580 -1.020 -0.433 -0.311
H 12.7389 4.2353 -8.5629 0.022 0.136 -0.453
H 13.7639 5.0408 -7.3913 -0.003 -0.082 0.064
H 12.2797 4.7988 -5.7008 -0.569 0.419 0.491
H 12.0434 3.2551 -6.3969 1.170 -0.214 -0.536
H 10.1085 4.0680 -6.0058 -0.456 -0.587 0.675
O 12.5625 5.0016 -14.0608 -0.362 -0.703 -1.012
C 12.7423 5.6858 -12.8568 0.087 -0.350 0.231
C 12.3641 4.7034 -11.7279 0.761 1.092 0.430
O 10.9814 4.3405 -11.7843 1.132 0.472 -0.992
H 11.7773 4.4783 -13.8842 -0.312 -0.295 -0.502
H 13.7957 5.9651 -12.8788 0.100 -0.109 0.733
H 12.1758 6.6135 -12.9384 -0.364 0.148 0.752
H 12.6478 5.0893 -10.7488 -0.364 0.606 0.244
H 13.0771 3.8809 -11.7853 -0.438 -0.490 -0.555
H 10.8252 3.7696 -11.0284 -0.390 -0.117 0.423
O 9.9025 3.3295 -9.5767 0.166 -0.105 0.160
C 8.5915 2.8312 -9.7201 0.837 -1.130 0.846
C 7.5486 3.8924 -9.6414 -0.931 1.637 -1.688
O 7.7718 4.9269 -8.6632 0.232 -1.312 0.438
H 10.0413 3.4011 -8.6295 0.447 0.574 0.497
H 8.6300 2.1782 -10.5920 -0.730 0.641 -0.588
H 8.4232 2.0844 -8.9441 -0.119 0.050 0.515
H 6.5616 3.4304 -9.6214 -0.178 -0.134 0.797
H 7.4744 4.4831 -10.5545 0.413 -0.400 -0.683
H 7.3907 5.7213 -9.0445 -0.511 0.341 0.012
```
Positions in Å, forces in eV/Å.

As for the SMILES: COCCNCCOC.COCCNCCOC.COCCNCCOC.COCCNCCOC.COCCNCCOC.OCCO.OCCO.OCCO.OCCO.OCCO.OCCO.OCCO. The value obtained for the HOMO energy is -8.56 eV. Its LUMO energy is 0.43 eV. The largest force on an atom comes out at 3.5 eV Å⁻¹.

Löwdin atomic charge list, values in e, 99 entries: -0.113, -0.173, -0.178, -0.160, -0.090, -0.217, -0.164, -0.189, -0.129, 0.069, 0.086, 0.078, 0.122, 0.089, 0.116, 0.115, 0.106, 0.115, 0.092, 0.117, 0.108, 0.081, 0.083, 0.086, -0.071, -0.237, -0.197, -0.193, -0.066, -0.189, -0.211, -0.237, -0.063, 0.076, 0.091, 0.083, 0.117, 0.117, 0.120, 0.103, 0.098, 0.125, 0.095, 0.121, 0.110, 0.070, 0.073, 0.085, -0.068, -0.193, -0.238, -0.212, -0.053, -0.192, -0.185, -0.190, -0.142, 0.066, 0.087, 0.084, 0.123, 0.107, 0.114, 0.097, 0.072, 0.125, 0.115, 0.109, 0.125, 0.054, 0.076, 0.088, -0.112, -0.197, -0.183, -0.183, -0.041, -0.157, -0.168, -0.216, -0.141, 0.081, 0.080, 0.083, 0.110, 0.118, 0.113, 0.107, 0.065, 0.118, 0.109, 0.122, 0.119, 0.085, 0.085, 0.088, -0.083, -0.199, -0.176